[1]
Formula: C6H14NO6P2PdS2
Source: OMol25
Level of theory: ωB97M-V/def2-TZVPD

Output
Electronic energy ... -2350.4808 hartree
Highest occupied orbital energy ... -3.143 eV
Net charge ... -1
2S+1 ... 1

Last column: Löwdin charge in e.
Positions of all 32 atoms, in Å:
Pd 0.205 0.206 0.603  0.32
C 4.356 2.219 1.357  -0.15
C 2.867 1.947 1.247  -0.81
S 2.430 0.237 1.155  0.59
C 1.935 2.872 1.252  -0.82
C 2.193 4.352 1.357  -0.15
S 0.224 2.428 1.177  0.58
H 4.911 1.278 1.343  0.04
H 4.611 2.740 2.284  0.07
H 4.718 2.822 0.519  0.07
H 3.259 4.574 1.445  0.06
H 1.683 4.772 2.232  0.06
H 1.804 4.878 0.478  0.07
N -2.658 -2.667 0.116  0.16
C -1.866 -1.873 -0.924  -0.51
C -2.239 -2.247 -2.343  -0.09
P -2.292 -0.116 -0.474  0.22
O -3.893 -0.185 -0.905  -0.19
O -1.622 0.868 -1.346  -0.32
O -2.250 -0.115 1.024  -0.35
P -0.108 -2.295 -0.474  0.22
O -0.171 -3.895 -0.906  -0.19
O 0.873 -1.621 -1.344  -0.32
O -0.107 -2.253 1.024  -0.35
H -3.656 -2.471 0.040  0.15
H -2.319 -2.325 1.017  0.12
H -2.459 -3.664 0.042  0.15
H -3.290 -2.034 -2.547  0.07
H -2.022 -3.298 -2.547  0.07
H -1.633 -1.639 -3.014  0.09
H -4.087 0.589 -1.443  0.06
H 0.603 -4.086 -1.445  0.06



[2]
Formula: C6H14NOSi
Source: OMol25
Level of theory: ωB97M-V/def2-TZVPD

Output
Electronic energy ... -656.1486 hartree
Highest occupied orbital energy (spin up / spin down) ... -10.318 / -10.516 eV
Net charge ... +1
2S+1 ... 1

Last column: Löwdin charge in e.
Positions of all 23 atoms, in Å:
C -0.757 -0.375 -0.503  -0.39
C 0.420 -2.197 0.489  0.05
C -2.087 0.153 -0.911  0.00
C -1.448 -2.489 -0.955  0.01
C 2.889 0.709 0.757  -0.17
C 0.488 3.265 0.699  -0.11
N -0.531 -1.657 -0.184  -0.17
O 0.291 0.388 -0.231  -0.12
Si 1.183 1.440 0.531  0.88
H 0.985 -1.444 1.110  0.08
H 0.203 -3.171 0.854  0.08
H -2.069 0.217 -1.967  0.08
H -2.345 1.216 -0.544  0.13
H -2.788 -0.506 -0.384  0.10
H -1.823 -1.826 -1.719  0.08
H -2.410 -2.768 -0.457  0.13
H -0.962 -3.314 -1.317  0.08
H 2.943 0.431 1.829  0.04
H 3.040 -0.213 0.152  0.06
H 3.701 1.506 0.555  0.08
H 0.499 3.514 1.749  0.04
H 1.097 3.846 0.067  0.02
H -0.520 3.276 0.379  0.02



ΔE to the lowest compared entry with this formula, charge and spin (computed, kJ/mol): 152.38 307.07